# 1
ORCA calculation (ωB97M-V/def2-TZVPD) on 11 unconnected molecules or ions with the total composition C5H31NO10 in a non-equilibrium geometry.

SMILES = CN1CCCC1.O.O.O.O.O.O.O.O.O.O
Relative energy (zero: lowest compared OMol25 entry of this formula, charge and spin) = 2.290 eV
Net charge = 0

Last column: Mulliken charge in e.
Element x y z (Å)
C (-1.023, -0.320, -2.543)  -0.30
N (0.256, -0.827, -2.025)  0.29
C (1.253, -1.152, -3.047)  -1.19
C (0.008, -2.010, -1.220)  -0.37
C (-1.565, -2.173, -1.128)  -0.38
C (-2.090, -1.398, -2.360)  -0.83
H (-1.255, 0.427, -1.781)  -0.20
H (-0.980, 0.166, -3.509)  0.55
H (1.013, -2.010, -3.659)  0.41
H (1.513, -0.260, -3.630)  0.34
H (2.183, -1.163, -2.514)  0.40
H (0.348, -2.992, -1.560)  0.24
H (0.353, -1.826, -0.234)  -0.15
H (-1.921, -3.202, -1.124)  0.42
H (-1.867, -1.720, -0.185)  0.12
H (-3.060, -0.983, -2.103)  0.41
H (-2.067, -2.023, -3.253)  0.31
H (2.439, 1.755, -0.299)  0.30
H (1.466, 0.890, -1.100)  0.27
O (1.649, 1.780, -0.861)  -0.65
H (-2.603, 1.918, 0.415)  0.41
H (-3.359, 0.798, 1.094)  0.31
O (-2.737, 1.475, 1.277)  -0.73
H (-1.093, 2.436, -1.253)  0.45
H (-2.125, 3.473, -1.019)  0.29
O (-2.040, 2.537, -1.256)  -0.83
H (2.900, -0.139, 1.576)  0.38
H (3.835, 1.197, 1.394)  0.27
O (3.108, 0.678, 1.051)  -0.64
H (-0.496, 1.134, 3.234)  0.33
H (-1.246, 1.044, 1.878)  0.34
O (-0.447, 0.736, 2.343)  -0.72
H (1.848, -2.003, 2.004)  0.43
H (2.036, -1.190, 3.183)  0.30
O (2.528, -1.540, 2.474)  -0.77
H (0.145, 4.050, 0.384)  0.34
H (0.245, 2.780, -0.585)  0.41
O (-0.384, 3.399, -0.133)  -0.75
H (1.741, 2.666, 1.828)  0.35
H (0.408, 2.792, 1.353)  0.43
O (0.929, 3.077, 2.112)  -0.67
H (0.017, -2.084, 3.234)  0.29
H (-0.394, -0.873, 2.485)  0.44
O (-0.305, -1.848, 2.355)  -0.62
H (-1.208, -3.771, 1.170)  0.32
H (0.151, -3.296, 0.939)  0.31
O (-0.404, -4.046, 0.730)  -0.66

# 2
ORCA calculation (ωB97M-V/def2-TZVPD) on a molecular structure, C28H34AsCsN14S in a non-equilibrium geometry.

Relative energy (zero: lowest compared OMol25 entry of this formula, charge and spin) = 0.375 eV
Net charge = 0

Last column: Mulliken charge in e.
Element x y z (Å)
Cs (-0.402, -0.106, 0.612)  1.47
C (4.248, 0.702, 0.332)  -1.61
C (3.245, 0.337, 1.380)  0.12
N (2.328, -0.538, 1.217)  0.46
N (2.063, -0.967, -0.060)  -1.13
C (1.647, -2.204, -0.220)  -0.04
N (2.048, -3.181, 0.661)  -0.28
S (0.476, -2.578, -1.432)  -0.28
C (3.232, 1.047, 2.702)  0.65
C (4.405, 1.601, 3.203)  -0.87
C (4.376, 2.261, 4.420)  -0.31
C (3.173, 2.359, 5.095)  -0.90
C (2.049, 1.790, 4.512)  0.01
N (2.061, 1.152, 3.343)  -0.01
H (3.836, 0.458, -0.646)  0.42
H (5.173, 0.130, 0.453)  0.29
H (4.509, 1.761, 0.366)  0.43
H (2.910, -3.005, 1.152)  0.19
H (1.886, -4.124, 0.352)  0.27
H (5.330, 1.501, 2.651)  0.38
H (5.282, 2.688, 4.830)  0.41
H (3.099, 2.865, 6.049)  0.40
H (1.088, 1.855, 5.014)  0.43
N (-2.226, 1.520, 5.034)  0.09
C (-2.596, 1.229, 3.782)  -0.33
N (-1.940, 0.175, 3.349)  -0.15
C (-1.161, -0.153, 4.422)  0.21
N (-1.304, 0.637, 5.469)  -0.67
C (-0.195, -1.281, 4.441)  0.33
C (0.808, -1.325, 5.404)  -0.40
N (1.697, -2.309, 5.444)  -0.65
C (1.577, -3.243, 4.504)  -0.52
C (0.579, -3.199, 3.545)  -0.07
N (-0.316, -2.218, 3.513)  0.22
H (-2.553, 2.253, 5.638)  0.17
H (-3.330, 1.801, 3.234)  0.51
H (0.888, -0.541, 6.147)  0.51
H (2.296, -4.055, 4.507)  0.40
H (0.511, -3.959, 2.778)  0.23
C (-2.083, -0.351, -3.194)  -0.69
C (-2.012, 1.109, -2.885)  0.34
N (-1.704, 1.610, -1.713)  0.00
C (-1.774, 2.983, -1.862)  -0.69
C (-2.114, 3.309, -3.133)  -0.45
N (-2.270, 2.101, -3.788)  0.25
C (-2.550, 1.945, -5.196)  -1.06
N (-1.487, 2.501, -5.997)  0.70
N (-1.755, 3.503, -6.871)  -0.71
N (-0.671, 3.858, -7.453)  -0.53
C (0.353, 3.053, -6.979)  0.10
C (1.717, 3.043, -7.299)  -0.69
C (2.507, 2.132, -6.643)  -0.54
C (1.964, 1.245, -5.680)  -0.72
C (0.629, 1.245, -5.356)  -0.65
C (-0.166, 2.175, -6.045)  1.48
H (-1.467, -0.888, -2.472)  -0.34
H (-1.701, -0.595, -4.186)  0.39
H (-3.106, -0.726, -3.132)  0.40
H (-1.552, 3.653, -1.047)  0.43
H (-2.233, 4.251, -3.643)  0.43
H (-3.456, 2.471, -5.485)  0.34
H (-2.673, 0.886, -5.404)  0.51
H (2.121, 3.731, -8.031)  0.42
H (3.567, 2.088, -6.855)  0.37
H (2.622, 0.550, -5.174)  0.45
H (0.239, 0.575, -4.602)  0.36
C (-3.980, -2.707, 2.398)  -1.27
As (-2.507, -2.513, 1.116)  0.23
C (-1.958, -4.400, 1.124)  -1.14
C (-3.601, -2.620, -0.522)  -1.22
H (-4.605, -3.564, 2.146)  0.41
H (-4.588, -1.803, 2.399)  0.33
H (-3.561, -2.843, 3.395)  0.31
H (-2.783, -5.040, 0.809)  0.44
H (-1.660, -4.681, 2.134)  0.35
H (-1.115, -4.520, 0.442)  0.21
H (-4.317, -3.442, -0.474)  0.46
H (-2.927, -2.779, -1.365)  0.29
H (-4.140, -1.684, -0.674)  0.35

# 3
ORCA calculation (ωB97M-V/def2-TZVPD) on a molecular structure, C25H16Cl2NO9PS2Zr in a non-equilibrium geometry.

Relative energy (zero: lowest compared OMol25 entry of this formula, charge and spin) = 1.174 eV
Net charge = 0

Last column: Mulliken charge in e.
Element x y z (Å)
Zr (1.172, 1.574, -0.257)  -0.07
O (-0.750, 0.509, 3.240)  -0.55
C (-0.739, 0.644, 1.890)  0.35
O (0.392, 0.364, 1.268)  -0.15
C (-1.361, 1.960, 1.447)  0.17
C (-2.312, 2.722, 2.098)  -0.88
C (-2.686, 3.923, 1.507)  -0.36
C (-2.116, 4.341, 0.305)  -0.73
C (-1.165, 3.527, -0.267)  0.47
N (-0.833, 2.372, 0.307)  0.58
C (-0.352, 3.832, -1.519)  0.12
O (-0.573, 4.787, -2.208)  -0.65
O (0.600, 2.926, -1.703)  -0.56
H (-0.117, -0.187, 3.459)  0.43
H (-2.731, 2.395, 3.039)  0.57
H (-3.417, 4.551, 1.998)  0.45
H (-2.377, 5.276, -0.167)  0.53
O (4.688, 2.072, 4.693)  -0.52
C (3.974, 1.951, 3.744)  0.45
C (2.818, 2.881, 3.335)  0.02
O (2.282, 3.702, 4.032)  -0.59
C (2.494, 2.498, 1.948)  1.13
C (3.183, 1.359, 1.578)  0.98
O (2.972, 0.805, 0.397)  -0.71
C (4.050, 0.867, 2.659)  -0.03
O (4.652, -0.173, 2.721)  -0.60
O (1.615, 3.048, 1.119)  -0.81
Cl (3.561, 3.198, -1.353)  -0.04
C (3.452, 2.231, -2.822)  -0.30
Cl (2.611, 0.658, -2.543)  0.01
H (4.450, 2.004, -3.173)  0.39
H (2.857, 2.776, -3.543)  0.34
S (-2.107, -0.723, 1.221)  -0.62
P (-1.237, -1.328, -0.552)  2.18
S (-0.628, 0.133, -1.785)  -0.38
C (0.085, -2.532, -0.277)  0.09
C (-0.235, -3.885, -0.186)  -0.28
C (0.771, -4.833, -0.061)  -0.80
C (2.099, -4.437, -0.014)  -0.46
C (2.428, -3.088, -0.082)  -1.00
C (1.425, -2.146, -0.221)  -0.12
C (-2.534, -2.254, -1.400)  0.25
C (-2.184, -2.883, -2.597)  -0.28
C (-3.142, -3.559, -3.331)  -0.77
C (-4.457, -3.607, -2.881)  -0.40
C (-4.809, -2.980, -1.697)  -0.74
C (-3.850, -2.299, -0.956)  -0.43
H (-1.268, -4.205, -0.216)  0.48
H (0.514, -5.883, -0.005)  0.40
H (2.880, -5.179, 0.086)  0.40
H (3.457, -2.763, -0.005)  0.51
H (1.698, -1.102, -0.219)  0.62
H (-1.162, -2.839, -2.955)  0.41
H (-2.864, -4.047, -4.256)  0.40
H (-5.206, -4.131, -3.460)  0.39
H (-5.832, -3.013, -1.348)  0.41
H (-4.136, -1.808, -0.036)  0.30

# 4
ORCA calculation (ωB97M-V/def2-TZVPD) on C4H3FN2O in the gas phase in a non-equilibrium geometry.

SMILES = Oc1nccc(F)n1
Relative energy (zero: lowest compared OMol25 entry of this formula, charge and spin) = 0.339 eV
Net charge = 0

Last column: Mulliken charge in e.
Element x y z (Å)
C (0.798, 0.532, -0.746)  0.53
C (0.547, -0.816, 0.983)  0.03
C (-0.827, -0.716, 1.039)  -0.54
C (-1.265, 0.210, 0.081)  0.54
H (1.108, 1.606, -2.208)  0.36
H (1.110, -1.490, 1.671)  0.37
H (-1.433, -1.190, 1.746)  0.44
N (1.385, -0.287, 0.097)  -0.52
N (-0.499, 0.837, -0.820)  -0.52
O (1.644, 0.986, -1.736)  -0.46
F (-2.569, 0.327, -0.107)  -0.23

no.,highest occupied orbital energy (Ha),gap between HOMO and LUMO (eV)
1,-0.3162,8.8
2,-0.2546,6.9
3,-0.3126,7.8
4,-0.3724,10.8